No. 1
Below is a structure of composition C37H42Cl4N4O9S2SbSeSi3W at a distorted geometry, with properties calculated with the ωB97M-V functional and the def2-TZVPD basis.

Results
Charge: -1
Multiplicity: 3
Gap between HOMO and LUMO (alpha / beta) in eV: 6.15 / 6.42
Energy above the lowest of the compared OMol25 structures with the same formula, charge and spin in kcal/mol: 56.4
Maximum force in eV Å⁻¹: 4.8
E_tot in hartree: -8546.01208

Element x y z (Å)
W 0.1856 -0.0617 -0.2923
Sb 1.6060 -1.0131 1.6934
Se -2.7109 1.7378 -0.8135
Cl 0.4748 -4.4482 -5.6931
Cl -1.5668 0.5190 -4.9586
Cl -0.9841 -1.9316 -6.8448
Cl 1.2786 -4.5469 -2.6813
S 2.4090 0.3529 -1.6231
S 1.6363 4.2750 -2.7043
Si 1.1379 -1.2000 4.4838
Si 2.0780 -3.8928 1.7049
Si 4.3583 -0.5560 1.4919
O -0.5023 0.0957 -2.2020
O 1.6675 4.6328 -4.0977
O -1.5507 -1.2489 -0.0179
O 1.0372 3.3905 1.8399
O 0.6163 1.9142 0.1967
O -2.8397 1.5718 4.9905
O 0.6097 -1.9604 -1.1929
O -2.9220 -2.2711 1.4498
O 0.7716 5.0327 -1.8517
N 1.3297 2.6510 -2.5596
N -3.9248 3.7465 -2.4910
N -1.9264 3.1355 -3.1025
N -1.1020 0.6807 1.4028
C -1.2835 2.1460 3.2468
C -0.5096 -1.9818 -5.1803
C -3.5061 6.3151 -5.1452
C -2.6575 0.1733 3.1111
C 0.2810 -2.0462 -2.4836
C 4.2297 5.2092 -1.9417
C -2.2211 -1.3513 1.0742
C -0.6216 -1.8227 4.5078
C 1.5919 0.5878 4.8259
C 0.5146 -3.1299 -3.3166
C 0.2530 -4.2985 1.7386
C -0.7582 -0.8813 -4.3524
C 3.2954 4.2072 -2.1013
C 5.8256 3.4889 -1.3675
C 4.8592 2.5005 -1.5121
C -4.1980 5.6439 -4.1430
C -2.2629 4.2012 -3.9160
C -0.7255 1.7853 2.0451
C -3.5518 4.5809 -3.5384
C -1.5688 4.8663 -4.9101
C 2.3583 2.0148 -2.1053
C -0.3468 -0.9018 -3.0299
C 5.5139 4.8310 -1.5690
C 0.4153 2.4778 1.3386
C -2.0301 -0.1175 1.9202
C 4.8784 -1.2536 -0.1572
C -5.2012 3.7745 -1.8216
C 4.8405 -1.6739 2.9088
C -2.9018 2.8952 -2.1971
C -2.2635 1.3173 3.7884
C 3.5854 2.8766 -1.8922
C 2.9723 -5.1514 2.7720
C 4.1271 1.2739 1.7919
C 0.1290 -3.0947 -4.6661
C 2.9245 -3.9204 0.0567
C 2.3560 -2.5433 4.9325
C -2.2155 5.9356 -5.5175
H -1.7038 6.4922 -6.2917
H 0.0560 -5.3009 1.3402
H -5.3537 4.7349 -1.3261
H 1.1843 1.2225 4.0438
H -0.1341 -4.2604 2.7603
H 6.8345 3.2132 -1.0871
H 6.2780 5.5864 -1.4381
H 3.9670 6.2457 -2.1074
H 1.9259 -3.2577 5.6411
H 4.0119 -1.6432 -0.6775
H 3.3759 1.6368 1.0882
H -2.4415 2.3614 5.3729
H -0.3049 -3.5843 1.1303
H 4.2800 -2.5981 2.7979
H 2.9424 -6.0897 2.2093
H -5.2033 2.9784 -1.0806
H -1.0129 2.6986 -3.0261
H 1.2485 0.9674 5.7957
H 5.0274 1.8872 1.6725
H 5.0843 1.4568 -1.3459
H -3.4192 -0.4822 3.5091
H 3.2880 -2.1664 5.3527
H -6.0044 3.6077 -2.5412
H -0.9551 3.0547 3.7377
H 4.0179 -4.9068 2.9712
H 4.5560 -1.2209 3.8580
H -5.1887 5.9550 -3.8378
H 3.7339 1.4213 2.7987
H 5.3144 -0.4983 -0.8109
H 2.7770 -4.8792 -0.4470
H 5.9084 -1.9146 2.9419
H 2.5059 -3.1467 -0.5825
H 2.4748 -5.3139 3.7301
H -3.9766 7.1549 -5.6403
H 2.6797 0.6787 4.7904
H -0.5535 4.5847 -5.1570
H 2.5894 -3.0803 4.0239
H -0.7021 -2.7027 5.1531
H -0.9272 -2.1167 3.5061
H -1.3293 -1.0779 4.8675
H 5.6097 -2.0547 -0.0201
H 3.9975 -3.7569 0.1709

=====

No. 2
Below is a structure of composition C37H42Cl4N6O6Pb at a distorted geometry, with properties calculated with the ωB97M-V functional and the def2-TZVPD basis.

Results
Multiplicity: 1
Gap between HOMO and LUMO in eV: 7.90
Energy above the lowest of the compared OMol25 structures with the same formula, charge and spin in kcal/mol: 6.9
Maximum force in eV Å⁻¹: 1.0
E_tot in hartree: -4248.85344

Element x y z (Å)
Pb -0.0999 -0.3050 0.0635
Cl -3.9517 -2.1282 -2.2541
Cl -1.8251 -3.7809 -3.3045
Cl -3.3128 5.0974 -1.5966
Cl -3.3789 -2.1262 -5.0864
O -0.8737 -1.2522 -2.2432
O -4.2188 5.3755 1.1895
O -1.3417 0.3983 1.9881
O -1.8198 -0.0085 -3.8722
O -2.5588 1.8682 3.1141
O -3.8136 3.9275 2.8107
N 2.5629 -0.7780 -0.6673
N -1.5913 1.9208 -0.2980
N 2.1825 1.6654 0.6638
N 1.0521 -1.7170 1.9348
N -1.9412 2.8074 -1.2456
N -1.3126 -2.5911 0.1190
C 1.9128 4.0978 0.7366
C -2.9290 3.4849 0.6306
C 1.1983 3.9136 3.4231
C 1.4731 5.2147 1.4407
C 2.3596 -4.1812 -3.0925
C 1.7332 1.4690 3.4906
C 2.0941 -2.9275 -3.6188
C -1.5513 3.2346 -4.8984
C -0.1805 3.0807 -5.0314
C -2.7430 3.7695 -0.7136
C 2.4020 4.2982 -0.6753
C -0.0841 -3.5916 3.1322
C 4.8381 -0.1058 -1.2195
C 1.9226 2.8573 1.3860
C -0.0153 2.5864 -2.6880
C 3.3454 1.2907 0.3285
C 1.1031 5.1310 2.7688
C -1.6712 -1.0000 -3.1870
C -2.0219 1.4666 2.0726
C 2.9778 -3.1605 -0.9941
C -1.2418 -3.9568 2.1995
C -2.1868 2.2990 0.8240
C 0.3141 -2.1192 3.1559
C 2.8247 -4.2874 -1.7953
C 2.2394 -1.7787 -2.8559
C 1.6079 2.7721 2.7515
C 0.5835 2.7464 -3.9256
C -2.6619 -2.2249 -3.4870
C -3.7155 4.3463 1.5691
C -1.3744 2.8121 -2.5523
C 2.6291 -1.9099 -1.5136
C -2.1530 3.1106 -3.6600
C 3.5103 0.0642 -0.5353
C 4.5962 2.0217 0.7317
C -0.9350 -3.8863 0.6998
C 1.9930 -0.4323 -3.4675
C 3.6110 -3.3186 0.3680
H -1.2753 -2.6455 -0.8982
H 1.6544 2.6241 -4.0263
H 3.1152 -4.1036 0.9428
H 0.9401 -1.9549 4.0374
H -1.4699 -4.6944 0.1896
H 4.8027 -0.9675 -1.8828
H 1.4070 -2.5424 1.4673
H 3.5994 -2.3935 0.9404
H -3.3128 3.0675 2.9660
H -2.2786 -2.3895 0.3627
H 0.7945 -4.1946 2.8725
H 5.0940 0.7833 -1.7977
H 2.7202 0.3057 -3.1241
H 1.6455 4.8007 -1.2779
H 5.0635 2.4957 -0.1334
H -0.5694 -1.4844 3.2470
H -2.1569 3.4612 -5.7650
H 1.6988 1.6401 4.5646
H 1.7684 -2.8300 -4.6469
H 2.0444 -0.4937 -4.5532
H 4.6526 -3.6234 0.2492
H 5.6279 -0.2612 -0.4829
H -3.2214 3.2217 -3.5629
H 1.8422 -1.1322 2.1787
H 0.9461 3.8401 4.4733
H 4.3578 2.7931 1.4608
H 2.6625 3.3638 -1.1653
H 0.8959 0.8260 3.2203
H 0.1305 -4.0498 0.5094
H 0.5531 2.2857 -1.8185
H 2.2232 -5.0663 -3.6992
H 3.0846 -5.2573 -1.3873
H 0.7593 6.0099 3.2968
H 0.2894 3.1999 -5.9987
H -2.0891 -3.2986 2.4115
H -0.3718 -3.8699 4.1481
H -1.5497 -4.9746 2.4451
H 1.4364 6.1682 0.9273
H 3.2896 4.9348 -0.6671
H 5.3180 1.3288 1.1658
H 0.9972 -0.0772 -3.2026
H 2.6713 0.9622 3.2464

=====

No. 3
Below is a structure of composition C37H42N2O2RuSb2 at a distorted geometry, with properties calculated with the ωB97M-V functional and the def2-TZVPD basis.

Results
Charge: -1
Multiplicity: 2
Gap between HOMO and LUMO (alpha / beta) in eV: 4.58 / 4.74
Maximum force in eV Å⁻¹: 3.9
E_tot in hartree: -2270.31363

Element x y z (Å)
Sb -0.5883 -0.7599 2.3560
Sb 0.0440 2.7477 0.7027
Ru 0.0285 0.9809 -1.2088
O -1.7410 -0.7333 -0.6191
O 2.2150 1.6643 -1.3957
N 0.8894 -1.0572 -0.9298
N 2.1884 -1.0346 -0.4656
C 5.4175 -0.7905 -2.3281
C -0.8386 0.5431 4.1340
C 5.6057 -3.3866 -1.3247
C -1.5469 -4.4030 -0.3205
C -1.2785 -2.0381 -0.6315
C 4.1843 1.2686 -2.6043
C 0.6548 -3.4692 -0.5410
C 6.5466 -1.5924 -2.5907
C -1.6600 1.0396 -3.4489
C -4.2433 2.1158 4.1527
C -2.3892 -1.8984 2.8974
C -3.1291 -0.5209 -0.5367
C -3.0191 1.4363 -3.3375
C -1.4182 -0.2794 -3.9224
C 3.1299 0.8278 -1.7634
C -2.4514 -1.1245 -4.2391
C -0.5798 1.9167 -3.1484
C -3.1942 1.2370 4.3325
C -0.3253 3.1965 2.8445
C 0.1407 -2.1657 -0.6955
C -1.8989 1.5410 3.9213
C 1.8382 3.9541 0.7399
C 6.6401 -2.8735 -2.1128
C 4.3642 -1.3003 -1.5120
C 5.2870 0.5000 -2.8686
C 2.4643 -1.3894 0.8249
C 3.2147 -0.5008 -1.2629
C -1.6586 2.7848 3.3103
C -4.0041 3.3429 3.5590
C -3.7740 -0.7036 -4.1354
C -2.7272 3.6633 3.1438
C -1.1953 4.4005 0.0190
C -0.1741 -4.5521 -0.3357
C -2.0971 -3.1339 -0.4793
C 0.6163 -2.0995 3.5918
C 4.5127 -2.6129 -1.0259
C -4.0423 0.5793 -3.6754
H -2.2426 -2.1242 -4.5962
H -1.0098 5.3019 0.5956
H -2.2463 4.1353 0.0863
H -0.3919 -0.6164 -4.0211
H 1.9277 -2.2186 1.2524
H 3.7392 -3.0296 -0.3994
H -3.1721 -3.0231 -0.4737
H 0.7748 -3.0446 3.0851
H -4.8101 4.0486 3.4160
H 5.6708 -4.3964 -0.9345
H 0.1093 -2.2803 4.5328
H 2.5169 3.5745 1.4988
H 4.1051 2.2647 -3.0166
H -3.6467 -0.9743 -1.3872
H 1.5791 -1.6380 3.7822
H 0.4822 2.7224 3.3952
H -5.0738 0.9027 -3.5966
H -3.3714 0.2866 4.8170
H -2.1957 -5.2529 -0.1733
H -3.5442 -0.9092 0.4024
H 0.1315 0.9903 4.3298
H 0.3645 1.7479 -3.6790
H -1.0893 -0.1219 4.9552
H -0.2071 4.2748 2.9045
H -3.2895 -1.3255 2.6953
H -2.4095 -2.8168 2.3175
H -0.8317 2.9732 -3.0275
H 1.7182 -3.6354 -0.6175
H 7.5022 -3.4899 -2.3387
H 0.2551 -5.5340 -0.1940
H -5.2406 1.8476 4.4730
H 1.5870 4.9913 0.9543
H -2.5430 4.6246 2.6816
H -4.5797 -1.3640 -4.4242
H 2.3154 3.8683 -0.2300
H 7.3506 -1.1777 -3.1886
H -3.2607 0.5617 -0.5654
H 6.0882 0.8981 -3.4779
H -0.9458 4.5812 -1.0222
H -2.3610 -2.1416 3.9553
H -3.2465 2.4333 -2.9766
H 3.4820 -1.2330 1.1432